Density functional theory data (the ωB97M-V functional and the def2-TZVPD basis) for C42H34IrN5O6S4 as an isolated structure at a distorted geometry.

## Properties
Electronic energy   -110013.2033 eV
Energy above the lowest of the compared OMol25 structures with the same formula, charge and spin   159.2 kJ/mol
⟨S²⟩   0.764

```
! wB97M-V def2-TZVPD RIJCOSX def2/J DEFGRID3
* xyz 1 2
Ir 0.0277 0.1132 0.7019
O 4.4848 3.4862 0.2405
C 3.7100 3.9517 -0.7481
C 4.2944 4.8229 -1.6686
C 3.5473 5.3594 -2.6963
C 2.2006 5.0344 -2.8429
C 1.6226 4.1395 -1.9728
C 2.3581 3.5804 -0.9222
C 1.6847 2.5867 -0.0780
O 0.5982 2.0645 -0.4343
N 2.2682 2.2762 1.0853
N 1.6419 1.3352 1.7578
C 1.9520 1.0637 2.9682
C 1.2248 0.0282 3.6496
C 1.4743 -0.2877 4.9809
C 0.7620 -1.3179 5.5685
C -0.1802 -1.9996 4.8115
C -0.3803 -1.6143 3.4961
N 0.3043 -0.6269 2.9367
H 3.9236 2.9821 0.8634
H 5.3374 5.0759 -1.5364
H 4.0180 6.0342 -3.3992
H 1.6151 5.4802 -3.6348
H 0.5857 3.8495 -2.0775
H 2.7373 1.6060 3.4824
H 2.2089 0.2823 5.5322
H 0.9422 -1.5875 6.5999
H -0.7478 -2.8206 5.2231
H -1.1067 -2.1092 2.8630
C -5.7412 -4.0898 0.8352
O -6.1616 -2.8070 1.2724
C -5.2583 -1.8260 1.3547
C -5.7692 -0.5603 1.7259
C -4.9416 0.5185 1.7415
C -3.5600 0.4147 1.4618
C -2.7146 1.5627 1.4257
C -3.3138 2.9393 1.2824
O -1.4664 1.5234 1.5104
C -3.0130 -0.8787 1.1952
O -1.7624 -1.1365 1.0043
C -3.9102 -1.9712 1.1126
H -6.6485 -4.6482 0.6255
H -5.1685 -4.5986 1.6140
H -5.1469 -4.0230 -0.0785
H -6.8174 -0.4832 1.9769
H -5.3538 1.4785 2.0185
H -4.3356 2.9255 0.9219
H -2.6905 3.5132 0.5978
H -3.2737 3.4412 2.2517
H -3.4701 -2.9272 0.8652
N -0.3449 -3.0108 -0.5389
C 0.6061 -2.8804 0.3653
N 1.3335 -1.7842 0.5579
C 2.4122 -2.0253 1.4002
C 3.4692 -1.1555 1.6476
C 4.5256 -1.5860 2.4305
C 4.5315 -2.8596 2.9931
C 3.4828 -3.7353 2.7636
C 2.4438 -3.3119 1.9527
S 1.0880 -4.2461 1.3616
H -0.6168 -2.1501 -1.0360
H -0.9269 -3.8294 -0.5459
H 3.4683 -0.1714 1.1976
H 5.3728 -0.9329 2.5916
H 5.3731 -3.1816 3.5904
H 3.4789 -4.7337 3.1794
O -0.3987 -0.4549 -1.2769
C -0.1709 -0.0642 -2.6034
C -0.3643 -1.3451 -3.4004
C -1.5447 -1.9927 -3.6373
C -1.3559 -3.2733 -4.2114
C -0.0387 -3.5797 -4.3721
S 0.9895 -2.3158 -3.8448
C 1.2477 0.4392 -2.8443
C 2.3716 0.0494 -2.1744
C 3.5608 0.5864 -2.7300
C 3.3150 1.3698 -3.8130
S 1.6429 1.4883 -4.1546
C -1.1956 0.9857 -3.0210
C -1.8084 1.8793 -2.1947
C -2.6755 2.7642 -2.8852
C -2.6980 2.5255 -4.2235
S -1.6839 1.2169 -4.6618
H -2.5096 -1.5626 -3.4097
H -2.1546 -3.9460 -4.4866
H 0.4005 -4.4706 -4.7905
H 2.3341 -0.6176 -1.3241
H 4.5512 0.3743 -2.3536
H 4.0191 1.8939 -4.4379
H -1.6212 1.8945 -1.1326
H -3.2457 3.5475 -2.4074
H -3.2559 3.0461 -4.9844
*
```